(1)
Molecular formula: C25H53F4N4O9Ta
Method: DFT, ωB97M-V/def2-TZVPD

Last column: Löwdin charge in e.
Positions of all 96 atoms, in Å:
H: 4.227279 -9.601507 4.665934  0.13
C: 6.217224 -9.319498 3.100859  -0.06
N: 7.198645 -3.875063 2.235353  -0.19
C: 4.102501 -8.647368 4.120250  -0.37
H: -8.622071 7.658407 -3.522893  0.09
H: -2.518132 3.233568 -1.070663  0.07
H: 5.885574 -2.508034 1.335483  0.07
H: -5.372584 2.677993 -1.813868  0.07
O: -3.027158 4.532411 0.384221  -0.14
C: 7.871368 -5.027096 2.160097  -0.38
C: 1.426760 -3.384138 2.124169  -0.34
H: 6.967438 -3.361462 0.216226  0.10
C: 7.275059 -3.017206 3.399993  -0.06
H: 4.194077 -7.158964 1.846077  0.10
H: -1.450529 0.838324 -5.294180  0.11
F: -3.934442 6.727612 2.717048  0.09
O: 2.190156 -2.762886 1.413694  0.00
H: 8.473153 -5.236531 3.063880  0.13
H: -0.450981 3.932010 -0.151900  0.02
H: -2.086480 3.157807 -3.760153  0.12
C: -4.184235 5.447394 2.317319  -0.56
H: 6.266192 -9.666922 2.066697  0.09
H: -8.119941 8.834984 -4.758426  0.08
O: -5.578475 5.568422 -5.544591  0.01
H: 7.154745 -8.816724 3.348259  0.09
F: -4.582919 4.822659 3.459081  0.10
H: 0.474134 -3.890203 5.089893  0.08
C: -5.842898 7.597759 -3.727377  -0.03
H: -0.746970 3.227412 1.406890  0.02
C: -6.651273 6.126879 -5.456187  -0.34
H: 0.907993 -1.388450 4.701809  0.08
H: 5.076771 -6.316095 3.126970  0.09
H: 2.841528 0.159909 -2.007280  0.07
H: -4.999102 7.944071 -4.325164  0.09
O: 3.146411 -7.922943 4.304715  0.01
C: 1.165057 -0.751139 -0.891905  -0.39
H: -6.358313 3.954463 -2.569507  0.06
O: -2.375029 0.475949 1.755056  -0.21
F: 4.349437 -1.624403 0.101725  -0.12
H: -2.686040 0.418307 -4.096592  0.11
Ta: -0.032045 1.094178 -0.269557  1.61
C: -1.896721 1.135242 -4.339782  -0.24
C: -8.209965 7.770124 -4.528414  -0.07
C: -0.970934 3.101493 0.343291  -0.39
C: -5.699301 3.102589 -2.757069  -0.06
H: -3.809058 4.074899 -2.967615  0.11
H: 6.092717 -10.179564 3.757190  0.08
F: -5.210380 5.464611 1.464280  0.14
H: 2.464073 -1.596749 3.856348  0.08
H: -3.038635 2.415517 0.381956  0.09
H: 1.089704 -0.866093 3.009073  0.08
N: -6.911866 7.137623 -4.602569  -0.20
O: -1.483194 -1.384504 0.912947  -0.19
C: 1.376743 -1.617913 3.747315  -0.03
H: -8.892782 7.312114 -5.241482  0.08
O: -0.926174 1.206840 -3.332112  -0.29
C: -2.583028 2.510311 -4.481623  -0.19
C: 6.357815 -3.456895 1.114657  -0.02
O: -3.975014 2.399071 -4.222915  -0.16
H: -6.270423 2.372247 -3.328057  0.07
H: 5.973079 -7.140554 1.830377  0.06
C: -1.551969 -0.123635 0.991790  -0.85
H: -0.184550 -4.649386 3.625531  0.08
C: 5.091876 -7.182212 2.463959  -0.03
H: 5.589378 -4.206259 0.932072  0.10
H: -2.693979 3.886502 2.335445  0.14
H: 1.114925 1.251610 1.197110  -0.13
H: 0.739277 -1.240828 -1.769166  0.03
H: 2.921358 -2.591012 -0.977543  0.09
H: 1.118696 2.080507 -1.390148  -0.12
C: 3.529689 -1.696414 -1.046108  -0.22
C: 0.034943 -3.697873 4.105487  -0.07
H: -5.499507 6.777251 -3.097073  0.09
H: 1.147164 -1.400168 -0.020374  0.00
H: -2.440035 2.921747 -5.490122  0.11
H: 2.981316 0.167774 -0.261534  0.06
H: -2.475656 1.185920 -1.904140  0.04
H: 6.280686 -2.891190 3.831342  0.09
O: 7.852756 -5.797354 1.211863  -0.02
H: 7.662705 -2.038055 3.113031  0.09
H: -6.204486 8.409824 -3.101423  0.08
C: -2.927968 4.775153 1.749513  -0.14
C: -1.466414 0.778910 -2.044008  -0.35
H: 1.033990 -4.378571 1.848225  0.13
H: -7.520767 5.840437 -6.073752  0.13
H: -0.896820 -3.141608 4.230158  0.09
H: -1.598309 -0.309129 -2.131551  0.05
C: 2.664884 -0.435071 -1.113475  -0.32
N: 5.108896 -8.402969 3.261010  -0.20
H: 7.934363 -3.454302 4.148847  0.08
H: 4.234801 -1.756010 -1.881546  0.09
H: -4.850149 4.259285 -4.393101  0.07
C: -2.434836 3.248247 0.015683  -0.32
H: -2.099315 5.472549 1.920243  0.13
C: -4.528868 3.558379 -3.611350  -0.28
N: 0.953397 -2.932198 3.297243  -0.19

Atomic forces in eV per Å
0.035 -0.014 -0.019
-0.085 0.220 -0.074
0.017 0.032 0.038
-0.043 -0.054 0.067
-0.100 0.053 -0.034
-0.179 0.164 -0.082
-0.047 -0.022 0.038
0.010 -0.125 0.078
-0.395 -0.170 0.235
0.102 -0.035 0.025
-0.333 0.112 -0.125
-0.051 0.016 -0.031
-0.121 -0.012 -0.163
-0.003 0.105 0.012
0.278 -0.003 0.056
-0.245 0.014 -0.368
0.331 -0.292 0.121
-0.014 0.025 0.017
0.103 -0.010 -0.055
-0.070 0.164 0.087
0.564 -0.486 0.344
0.102 -0.053 0.020
-0.119 0.015 0.010
-0.211 0.498 -0.510
0.061 -0.087 -0.048
-0.259 0.073 -0.297
-0.071 -0.075 0.024
0.041 -0.203 -0.109
-0.158 -0.294 0.174
-0.005 -0.095 -0.021
-0.059 -0.049 -0.008
-0.032 0.073 -0.097
0.033 -0.071 -0.146
0.040 0.003 0.064
-0.014 0.040 -0.002
0.882 1.542 -0.132
-0.032 0.020 0.209
0.471 0.293 -0.251
0.222 -0.215 0.001
0.033 -0.174 0.008
-0.743 -1.465 0.617
-0.340 0.658 -0.018
0.261 0.005 0.144
0.341 0.555 -0.315
-0.120 0.396 -0.472
0.237 -0.138 -0.068
-0.042 0.011 0.019
-0.057 0.194 0.302
-0.004 0.057 0.011
-0.029 0.127 0.450
0.001 0.051 0.049
-0.162 0.138 0.009
0.524 0.124 -0.239
-0.018 0.061 -0.300
0.025 -0.036 -0.018
-0.164 -0.365 -0.033
-0.046 -0.522 -0.412
0.176 -0.210 0.065
0.369 0.243 0.514
-0.075 -0.156 0.081
0.026 -0.022 0.028
-0.981 -0.020 0.207
0.020 0.002 -0.046
-0.210 -0.087 0.134
-0.077 0.089 -0.046
-0.316 -0.225 -0.027
0.179 -0.038 0.166
-0.143 -0.159 0.028
0.031 -0.146 0.163
-0.132 0.164 -0.248
0.257 0.872 -0.388
0.013 0.324 0.001
0.061 0.056 0.035
-0.474 -0.174 -0.017
0.040 0.116 -0.005
0.193 0.170 -0.049
-0.009 0.141 -0.017
0.032 0.077 0.050
0.034 -0.039 0.002
-0.026 0.037 0.088
-0.063 -0.006 -0.015
0.530 0.484 -0.215
0.498 -0.127 -0.039
-0.003 -0.009 0.050
-0.029 0.026 0.020
-0.048 -0.079 -0.003
-0.115 -0.087 0.234
-0.550 -0.639 0.459
0.155 -0.113 -0.041
0.011 -0.041 -0.026
-0.021 -0.161 -0.107
0.208 -0.410 0.501
0.414 -0.368 -0.658
-0.040 0.082 0.242
-0.365 -0.121 -0.153
0.087 -0.222 0.251

## Properties
Highest occupied orbital energy = -0.06 eV
HOMO-LUMO gap = 3.4 eV
LUMO = 3.325 eV
Charge = -2

---

(2)
Molecular formula: C25H53N3O11
Method: DFT, ωB97M-V/def2-TZVPD

Last column: Löwdin charge in e.
Positions of all 92 atoms, in Å:
H: -13.747400 -17.674430 -12.572740  0.07
H: -6.582420 -15.935120 -11.664500  0.07
C: -8.691210 -13.574840 -15.113680  0.02
O: -12.622850 -19.689870 -10.807530  0.09
H: -2.998720 -16.514370 -9.089190  0.08
H: -12.621100 -18.613190 -8.367160  0.12
C: -3.420100 -16.262180 -10.062290  -0.05
H: -5.487980 -13.515000 -14.165410  0.07
C: -6.531140 -14.989620 -17.839570  -0.20
N: -8.221320 -19.471310 -9.881590  -0.19
O: -14.342490 -14.714910 -12.376080  -0.01
O: -10.133440 -15.353540 -8.652600  0.07
C: -13.694020 -18.442920 -8.456260  -0.25
H: -11.071350 -14.098060 -6.641220  0.07
O: -3.487680 -14.438700 -11.576930  -0.02
C: -12.112360 -15.177010 -14.176900  -0.03
H: -5.063650 -13.492610 -18.368940  0.07
O: -11.413150 -12.260790 -3.244990  -0.02
H: -13.914910 -12.613340 -15.503770  0.08
H: -4.472050 -16.482740 -10.243540  0.06
O: -6.170050 -18.574130 -9.478550  -0.01
C: -13.626920 -13.378280 -4.465670  -0.06
H: -12.104500 -12.566420 -15.563280  0.07
H: -7.994430 -12.801350 -14.790690  0.08
H: -14.363720 -13.028940 -5.188980  0.09
C: -14.175930 -14.008530 -13.374160  -0.32
H: -8.207580 -21.497280 -9.724620  0.09
H: -2.386220 -14.403340 -9.855230  0.12
H: -13.824760 -14.411600 -4.180690  0.09
H: -5.912990 -15.736410 -17.341270  0.12
C: -7.624810 -20.748410 -10.260970  -0.04
H: -10.061980 -18.532120 -9.481460  0.08
H: -13.762690 -17.473240 -7.963210  0.12
H: -14.229180 -20.439580 -8.236290  0.09
H: -7.752930 -14.008400 -10.971310  0.11
H: -15.283320 -18.475970 -11.969640  0.09
C: -7.875430 -14.621170 -15.901120  -0.53
H: -14.200230 -19.419600 -6.671880  0.09
C: -7.392820 -18.487690 -9.490710  -0.35
H: -5.250260 -14.674730 -19.557380  0.08
C: -14.212190 -18.565450 -12.150670  0.03
H: -6.557380 -20.886900 -10.089160  0.09
C: -4.439560 -13.640480 -12.157660  -0.46
C: -9.626890 -19.321090 -10.094920  -0.07
H: -9.119560 -13.873990 -14.157060  0.06
N: -12.309970 -13.334920 -5.035400  -0.21
C: -12.101680 -14.120730 -6.286250  -0.04
O: -7.254800 -14.104480 -16.940740  -0.01
C: -12.991570 -13.190600 -15.455600  -0.03
H: -4.098990 -14.289310 -9.603500  0.12
H: -11.813520 -16.163410 -11.203050  0.07
H: -13.699080 -12.788070 -3.552130  0.09
H: -2.829740 -16.737430 -10.845690  0.08
O: -9.632200 -14.962490 -10.904240  -0.01
H: -9.527300 -13.312880 -15.762090  0.08
O: -5.005030 -12.741180 -11.552410  0.08
H: -7.754310 -20.919030 -11.329710  0.09
H: -12.822000 -13.853810 -7.059550  0.08
H: -4.400010 -14.852650 -14.040420  0.08
C: -3.345080 -14.742680 -10.247050  -0.28
H: -7.818580 -15.204020 -9.737610  0.12
H: -7.943500 -17.578750 -9.202980  0.13
H: -6.557980 -13.398700 -19.290300  0.08
H: -10.276700 -12.742990 -4.835770  0.13
C: -10.405840 -15.249830 -9.839240  -0.51
H: -12.190600 -14.535210 -10.516290  0.09
H: -12.938690 -13.771910 -16.376130  0.08
H: -8.078450 -16.916600 -11.704720  0.07
N: -13.136640 -14.121900 -14.264230  -0.15
H: -15.490990 -19.334170 -7.845510  0.08
H: -9.811380 -19.011220 -11.123530  0.09
C: -4.576990 -13.844470 -13.665770  0.02
C: -11.276770 -12.726900 -4.375540  -0.32
H: -14.116590 -19.342310 -12.909250  0.09
H: -10.190850 -20.228850 -9.880400  0.09
C: -13.547950 -18.923710 -10.871290  -0.56
O: -7.989220 -15.830270 -15.675580  0.06
H: -14.739140 -13.101480 -13.642970  0.13
C: -5.838310 -14.089250 -18.850620  -0.07
C: -7.660940 -15.916480 -11.821170  -0.03
C: -11.819380 -15.539000 -10.309640  0.03
C: -8.224170 -14.958340 -10.719050  -0.20
H: -11.111890 -14.745660 -14.210040  0.06
H: -7.832230 -15.529040 -12.825490  0.05
O: -14.093250 -18.315620 -9.832010  0.00
H: -3.836180 -13.221880 -14.167440  0.09
H: -7.249210 -15.632170 -18.349090  0.12
H: -12.337340 -15.118710 -5.916650  0.08
H: -12.109050 -15.811510 -13.290620  0.06
C: -14.417390 -19.488690 -7.737790  -0.07
H: -12.157650 -15.858600 -15.026300  0.09
H: -12.412470 -15.989640 -9.513860  0.08

Atomic forces in eV per Å
-0.398 0.294 0.201
0.119 -0.330 -0.090
1.059 -0.350 0.111
0.535 -0.244 0.406
-0.550 -0.279 0.018
0.223 -0.375 -0.527
-0.078 1.050 -0.831
-0.401 0.147 0.931
-0.586 -0.236 -0.728
1.529 -0.607 0.332
-0.003 0.905 -1.626
1.022 0.571 -1.592
2.076 0.914 -0.381
-0.188 0.186 0.079
-0.859 0.382 -3.357
0.280 0.035 -0.223
-0.150 0.213 0.289
0.263 -0.009 -0.931
0.261 0.257 -0.021
0.120 -0.818 0.558
-0.617 0.280 0.164
-0.050 -0.250 0.337
0.070 0.139 1.113
-0.376 0.715 -0.717
-0.083 -0.087 -0.009
1.368 -0.365 0.613
0.241 -0.356 -0.094
0.176 0.367 -0.402
-0.396 -0.162 -0.060
0.332 0.613 0.503
-0.744 -0.423 -0.368
0.240 0.063 0.251
-0.715 0.265 -0.440
0.271 -0.279 0.623
-0.686 0.526 0.174
0.087 0.656 -0.124
-2.275 -2.476 1.345
0.237 -0.510 -0.098
0.361 0.102 -0.185
-0.558 -0.090 -0.367
-0.701 -0.213 -0.540
-0.256 0.640 0.502
-0.124 1.336 1.195
-0.604 0.603 -0.244
0.167 -0.921 -0.280
1.623 0.895 -1.299
-0.416 0.014 1.845
0.903 0.132 -0.102
-0.981 -1.396 0.532
-0.199 0.319 -0.264
-0.130 0.240 0.049
0.275 0.107 -0.236
0.064 -0.090 0.079
0.019 0.269 1.579
0.310 0.718 -0.015
0.445 -1.577 -0.723
-0.214 -0.022 -0.166
0.143 0.201 -0.022
0.151 -0.132 0.521
0.257 -0.579 2.527
-0.849 -0.306 0.188
0.072 0.119 0.132
0.129 -0.267 -0.316
-0.329 -0.118 -0.478
-1.468 -1.402 0.935
-0.595 -0.200 -0.415
-0.322 -0.427 0.043
0.106 -0.015 -0.172
0.900 0.209 -0.727
-0.159 0.121 0.093
-0.245 -0.284 -0.230
0.515 -0.257 -0.529
-0.967 -0.292 1.492
0.392 -0.188 0.317
0.205 -0.026 -0.077
0.732 -0.809 -0.070
0.829 1.914 -0.470
-0.565 -0.223 0.319
0.661 -0.091 0.865
0.045 0.635 1.188
0.582 0.574 0.184
1.971 -0.632 -2.015
-0.079 0.250 -0.001
-0.256 -0.094 0.070
-1.096 1.097 0.719
0.388 0.053 0.257
-0.378 0.201 -0.044
0.132 -0.509 -0.740
-0.680 0.492 0.127
-1.476 -0.642 -0.147
-0.263 0.049 -0.209
0.176 0.093 -0.105

## Properties
Highest occupied orbital energy = -8.92 eV
Energy above the lowest of the compared OMol25 structures with the same formula, charge and spin = 31.9 kcal/mol
HOMO-LUMO gap = 9.3 eV
Structure (SMILES) = CCOC(C)=O.CCOC(C)=O.CCOC(C)=O.CCOC(C)=O.CN(C)C=O.CN(C)C=O.CN(C)C=O
LUMO = 0.341 eV